1.
{
  "formula": "C39H43ClN3O6Pd",
  "method": "the ωB97M-V functional and the def2-TZVPD basis",
  "elements": ["Pd", "C", "C", "C", "C", "C", "C", "C", "C", "N", "C", "C", "C", "C", "N", "C", "C", "C", "C", "C", "C", "C", "C", "H", "H", "H", "H", "H", "H", "H", "H", "H", "H", "H", "H", "H", "H", "H", "H", "H", "H", "H", "H", "H", "H", "H", "H", "N", "C", "O", "C", "C", "H", "H", "H", "H", "H", "H", "C", "C", "C", "C", "Cl", "C", "C", "C", "O", "C", "C", "O", "O", "H", "H", "H", "H", "H", "H", "H", "H", "O", "C", "O", "C", "C", "C", "C", "C", "C", "H", "H", "H", "H", "H"],
  "xyz": [[14.762, 10.226, 11.418], [17.945, 8.023, 9.485], [18.407, 9.098, 10.444], [19.659, 8.882, 11.096], [20.261, 9.752, 11.990], [19.521, 10.884, 12.361], [18.260, 11.145, 11.828], [17.464, 12.250, 12.374], [17.764, 10.301, 10.739], [16.522, 10.647, 10.156], [16.137, 10.688, 8.864], [17.028, 10.534, 7.655], [14.762, 11.007, 8.624], [14.273, 10.881, 7.236], [13.947, 11.235, 9.698], [12.779, 11.943, 9.773], [12.692, 13.328, 9.545], [13.722, 14.083, 8.760], [11.575, 13.990, 10.081], [10.595, 13.346, 10.855], [10.519, 11.942, 10.721], [11.557, 11.218, 10.178], [11.401, 9.721, 10.019], [18.352, 7.061, 9.825], [18.440, 8.199, 8.510], [16.840, 7.964, 9.393], [20.173, 7.996, 10.727], [21.325, 9.617, 12.335], [19.913, 11.540, 13.130], [18.095, 13.009, 12.826], [16.778, 11.794, 13.146], [16.821, 12.758, 11.682], [16.870, 9.565, 7.177], [18.084, 10.725, 7.900], [16.810, 11.387, 6.990], [14.911, 11.376, 6.536], [13.251, 11.251, 7.205], [14.299, 9.818, 6.899], [14.710, 13.705, 9.012], [13.701, 15.157, 8.896], [13.532, 13.858, 7.718], [11.536, 15.050, 9.979], [9.811, 13.942, 11.328], [9.628, 11.345, 10.973], [11.842, 9.297, 9.111], [10.298, 9.487, 10.001], [11.841, 9.174, 10.869], [13.027, 12.826, 14.097], [13.689, 11.857, 13.430], [14.326, 12.104, 12.325], [13.737, 10.460, 14.107], [13.765, 9.447, 13.035], [13.057, 13.788, 13.751], [12.760, 12.585, 15.066], [12.851, 10.438, 14.784], [14.606, 10.427, 14.795], [12.820, 9.452, 12.390], [14.117, 8.441, 13.383], [17.185, 4.418, 12.430], [15.727, 4.099, 12.679], [15.266, 3.459, 13.830], [13.940, 3.072, 13.990], [13.395, 2.153, 15.334], [13.000, 3.536, 13.033], [13.417, 4.256, 11.965], [14.748, 4.509, 11.712], [15.271, 5.206, 10.671], [14.481, 6.135, 9.845], [14.098, 7.353, 10.648], [13.061, 7.353, 11.302], [14.914, 8.355, 10.465], [17.824, 3.935, 13.260], [17.398, 5.451, 12.273], [17.524, 3.861, 11.495], [16.060, 3.227, 14.590], [11.925, 3.319, 13.204], [12.672, 4.522, 11.228], [13.645, 5.548, 9.524], [15.092, 6.448, 9.002], [13.613, 7.282, 6.933], [12.806, 7.695, 6.072], [13.062, 8.645, 5.323], [11.444, 6.996, 5.942], [11.197, 5.925, 6.845], [9.961, 5.247, 6.779], [9.056, 5.542, 5.754], [9.290, 6.571, 4.882], [10.466, 7.286, 4.994], [11.978, 5.638, 7.548], [9.635, 4.431, 7.484], [8.062, 5.014, 5.760], [8.466, 6.841, 4.244], [10.597, 8.135, 4.342]],
  "mulliken_charge": [-0.55, -1.16, 1.51, -0.97, -0.88, -0.83, 0.73, -1.31, 0.27, 0.35, 1.32, -2.08, 0.00, -2.10, 1.46, -0.24, 1.24, -1.48, -0.80, -1.03, -0.61, 0.97, -0.88, 0.53, 0.37, -0.28, 0.44, 0.35, 0.44, 0.52, 0.05, 0.15, 0.31, 0.46, 0.51, 0.50, 0.49, 0.15, 0.23, 0.48, 0.34, 0.47, 0.49, 0.42, 0.07, 0.48, -0.14, -0.40, 0.75, -0.38, -0.87, -0.72, 0.29, 0.24, 0.51, 0.33, 0.07, 0.56, -1.08, 0.76, -0.79, 0.19, -0.12, -0.71, -0.37, 0.99, -0.40, -0.77, 0.73, -0.69, 0.45, 0.37, 0.22, 0.32, 0.33, 0.40, 0.43, 0.34, 0.13, -0.64, 0.43, -0.78, 0.03, -0.20, -0.38, -0.27, -0.62, -0.06, 0.25, 0.28, 0.28, 0.37, 0.44],
  "mol_weight_g_mol": 791.661,
  "e_homo_ev": [-9.1, -8.8],
  "e_lumo_ev": [-3.40, -6.70],
  "e_tot_ev": -73885.32682,
  "multiplicity": 5,
  "charge": 1,
  "s2": 6.093
}


2.
{
  "formula": "C39H43N4RuSi",
  "method": "the ωB97M-V functional and the def2-TZVPD basis",
  "elements": ["Ru", "C", "C", "C", "C", "C", "C", "C", "N", "C", "C", "C", "C", "C", "C", "C", "N", "C", "C", "C", "C", "H", "H", "H", "H", "H", "H", "H", "H", "H", "H", "H", "H", "H", "H", "H", "H", "H", "H", "H", "H", "H", "H", "H", "H", "N", "C", "C", "C", "C", "C", "C", "C", "C", "N", "C", "H", "H", "H", "H", "H", "H", "H", "H", "C", "C", "C", "C", "C", "C", "Si", "C", "C", "C", "C", "C", "C", "H", "H", "H", "H", "H", "H", "H", "H", "H", "H", "H"],
  "xyz": [[-0.141, -1.007, -0.393], [4.279, 3.844, 2.530], [2.871, 4.110, 1.998], [2.944, 5.171, 0.887], [1.985, 4.620, 3.147], [2.238, 2.856, 1.423], [2.880, 1.621, 1.379], [2.235, 0.525, 0.844], [0.992, 0.578, 0.349], [0.346, 1.773, 0.369], [0.943, 2.898, 0.893], [-1.014, 1.773, -0.220], [-1.798, 2.908, -0.320], [-3.066, 2.863, -0.898], [-3.483, 1.616, -1.373], [-2.666, 0.519, -1.248], [-1.447, 0.578, -0.678], [-3.965, 4.079, -1.020], [-3.318, 5.334, -0.437], [-4.266, 4.312, -2.511], [-5.274, 3.790, -0.265], [4.687, 4.769, 2.934], [4.958, 3.508, 1.744], [4.279, 3.111, 3.339], [3.396, 6.077, 1.288], [1.957, 5.439, 0.505], [3.558, 4.831, 0.052], [2.432, 5.520, 3.569], [1.903, 3.880, 3.945], [0.981, 4.882, 2.811], [3.883, 1.497, 1.760], [2.731, -0.434, 0.811], [0.404, 3.832, 0.898], [-1.423, 3.847, 0.054], [-4.450, 1.491, -1.840], [-2.986, -0.450, -1.606], [-2.397, 5.602, -0.960], [-3.109, 5.229, 0.630], [-4.004, 6.172, -0.548], [-3.353, 4.509, -3.075], [-4.917, 5.180, -2.612], [-4.779, 3.464, -2.965], [-5.090, 3.607, 0.795], [-5.808, 2.933, -0.678], [-5.932, 4.655, -0.347], [0.691, -0.754, -2.254], [1.789, -1.698, -2.480], [2.433, -1.804, -3.680], [3.520, -2.693, -3.822], [3.956, -3.426, -2.753], [3.309, -3.320, -1.500], [3.740, -4.010, -0.344], [3.086, -3.820, 0.843], [1.963, -2.985, 0.875], [1.504, -2.347, -0.194], [2.194, -2.467, -1.377], [1.048, 0.200, -2.319], [0.000, -0.844, -2.998], [2.123, -1.200, -4.525], [4.016, -2.770, -4.779], [4.807, -4.088, -2.850], [4.595, -4.672, -0.407], [3.405, -4.310, 1.752], [1.415, -2.833, 1.797], [-0.617, -7.249, -2.062], [-0.179, -6.123, -2.756], [-0.270, -4.878, -2.168], [-0.797, -4.752, -0.869], [-1.242, -5.897, -0.182], [-1.149, -7.139, -0.782], [-0.961, -3.150, -0.096], [-1.442, -2.763, 1.612], [-1.943, -1.470, 1.873], [-2.073, -1.023, 3.183], [-1.719, -1.854, 4.233], [-1.234, -3.139, 3.989], [-1.081, -3.589, 2.692], [-0.552, -8.222, -2.531], [0.217, -6.226, -3.757], [0.056, -4.002, -2.720], [-1.679, -5.815, 0.806], [-1.499, -8.020, -0.262], [-1.305, -1.976, -1.187], [-2.324, -0.851, 1.068], [-2.484, -0.042, 3.381], [-1.840, -1.514, 5.253], [-0.985, -3.788, 4.819], [-0.692, -4.586, 2.517]],
  "mulliken_charge": [-0.13, -2.14, 1.66, -1.48, -1.50, 0.36, -0.82, -0.92, 0.42, 0.04, -0.61, -0.09, -0.50, 0.20, -0.83, -0.99, 0.29, 1.78, -2.07, -1.54, -1.55, 0.42, 0.42, 0.43, 0.45, 0.33, 0.39, 0.45, 0.39, 0.33, 0.61, 0.55, 0.62, 0.73, 0.53, 0.60, 0.43, 0.44, 0.42, 0.37, 0.46, 0.35, 0.37, 0.34, 0.46, -0.18, 0.52, -0.43, -0.98, -0.94, 0.45, -0.82, -1.28, -0.74, 1.18, 0.13, 0.46, 0.49, 0.56, 0.47, 0.51, 0.53, 0.51, 0.78, -0.50, -0.79, -0.38, 0.68, -0.41, -0.73, 1.09, 0.37, -0.11, -0.71, -0.61, -0.79, -0.47, 0.44, 0.47, 0.35, 0.40, 0.45, 0.15, 0.54, 0.52, 0.44, 0.46, 0.40],
  "mol_weight_g_mol": 696.957,
  "e_homo_ev": -17.1,
  "e_lumo_ev": -9.07,
  "e_tot_ev": -57539.84326,
  "charge": 3
}